ORCA calculation (the ωB97M-V functional and the def2-TZVPD basis) on 2 unconnected molecules or ions with the total composition C3H7N2O at a distorted geometry.

Last columns: bonded neighbours and bond lengths (Å).
Atoms and positions in Å:
1 C 0.06884 -0.66094 -0.00704  C2 1.368, N5 1.410, H6 1.075
2 C 0.68959 -1.09344 1.13310  C1 1.368, N3 1.397, H7 1.077
3 N 0.74137 0.01502 1.98175  C2 1.397, C4 1.372, H8 0.997
4 C -0.02037 1.03481 1.47067  N3 1.372, N5 1.393, H9 1.079
5 N -0.44437 0.63475 0.20510  C1 1.410, C4 1.393, H10 0.998
6 H -0.06725 -1.10594 -0.97650  C1 1.075
7 H 1.26479 -1.99978 1.22487  C2 1.077
8 H 1.28562 0.12018 2.81081  N3 0.997
9 H 0.14125 2.00855 1.90655  C4 1.079
10 H -0.94024 1.19231 -0.45753  N5 0.998
11 H -0.28803 -0.03006 -3.55554  O13 0.970
12 H -1.66337 -0.18252 -3.01818  O13 0.977
13 O -0.76783 0.06705 -2.71807  H11 0.970, H12 0.977

Calculated values
Energy relative to the best compared isomer or geometry (same formula, charge and spin) ... 0.2043 eV
2S+1 ... 2
F_max ... 2.1 eV/Å
HOMO energy (spin up / spin down) ... -3.86 / -7.92 eV
E ... -303.163619 hartree
E_LUMO (spin up / spin down) ... 0.021 / 0.020 hartree

Charge distribution, natural (NBO) scheme, values in e:
1. C -0.09
2. C -0.12
3. N -0.58
4. C -0.07
5. N -0.59
6. H 0.23
7. H 0.22
8. H 0.40
9. H 0.18
10. H 0.42
11. H 0.47
12. H 0.47
13. O -0.94



ORCA calculation (the ωB97M-V functional and the def2-TZVPD basis) on a single C6H6N2O molecule at a distorted geometry.

Last columns: bonded neighbours and bond lengths (Å).
Atoms and positions in Å:
1 C 1.60777 -1.14228 -0.10411  N2 1.284, C9 1.500, H10 1.084
2 N 2.41223 -0.14199 -0.09338  C1 1.284, N3 1.474
3 N 1.62792 1.10329 -0.02018  N2 1.474, C4 1.268
4 C 0.44618 0.70420 0.20813  N3 1.268, O5 1.340, C9 1.481
5 O -0.68800 1.40918 0.10188  C4 1.340, C6 1.428
6 C -1.61555 0.48375 -0.46631  O5 1.428, C7 1.477, C8 1.522, H11 1.082
7 C -2.30624 -0.51548 0.37343  C6 1.477, C8 1.491, H12 1.095, H13 1.072
8 C -1.07987 -0.93676 -0.36329  C6 1.522, C7 1.491, C9 1.507, H14 1.072
9 C 0.23341 -0.75456 0.35374  C1 1.500, C4 1.481, C8 1.507, H15 1.068
10 H 2.04736 -2.12707 -0.21342  C1 1.084
11 H -2.03381 0.83225 -1.40154  C6 1.082
12 H -2.31400 -0.43356 1.46511  C7 1.095
13 H -3.22860 -0.84495 -0.06125  C7 1.072
14 H -1.04456 -1.57751 -1.22167  C8 1.072
15 H 0.08241 -0.88488 1.40314  C9 1.068

Calculated values
Energy relative to the best compared isomer or geometry (same formula, charge and spin) ... 2.8729 eV
F_max ... 1.3 eV/Å
HOMO energy ... -9.71 eV
E ... -416.868101 hartree
Structure (SMILES) ... C1=NN=C2O[C@@H]3C[C@@H]3[C@@H]12
E_LUMO ... 0.023 hartree

Charge distribution, natural (NBO) scheme, values in e:
1. C 0.04
2. N -0.21
3. N -0.31
4. C 0.55
5. O -0.46
6. C 0.08
7. C -0.43
8. C -0.24
9. C -0.40
10. H 0.21
11. H 0.21
12. H 0.23
13. H 0.23
14. H 0.24
15. H 0.26



> The highest E belongs to which entry?

C3H7N2O



> Among the records above, which one has the highest F_max?

C3H7N2O



> The highest energy relative to the best compared isomer or geometry (same formula, charge and spin) belongs to which entry?

C6H6N2O